DFT (ωB97M-V with the def2-TZVPD basis set) results for a cluster of 5 separate species, C28H59B2FNO11S4 in total.

Each line ends with the Mulliken charge.
Geometry (Å):
1 C 2.10593 -0.91619 -0.78284  -0.6840
2 C 1.25771 0.10870 -1.53069  0.4715
3 O 0.54429 -0.49883 -2.59386  -0.8548
4 B -0.63507 -1.19792 -2.36395  1.7389
5 O -1.29595 -0.83593 -1.12658  -0.0364
6 B -1.33844 -2.34971 -3.40775  -1.4135
7 C -1.69405 -3.75680 -2.60293  -1.0031
8 C -0.59502 -4.35448 -1.72584  0.8611
9 C -0.99882 -5.62861 -0.96965  -1.0219
10 C -1.57704 -6.75113 -1.81850  -1.1015
11 N -0.67415 -7.31853 -2.84350  0.3491
12 C -1.14422 -8.63934 -3.23525  -1.0813
13 C 0.68881 -7.38758 -2.37868  0.4624
14 C 0.99803 -8.33163 -1.22577  -1.4049
15 O 1.56139 -6.76199 -2.90513  -0.5046
16 C -0.52599 -2.59992 -4.82722  -0.9962
17 C 0.63029 -3.57324 -4.79419  1.5017
18 C 1.39589 -3.70809 -6.09596  -1.8020
19 F 1.57885 -3.17910 -3.82571  -0.3113
20 H 3.02502 -1.11128 -1.33484  0.3019
21 H 2.37335 -0.54560 0.20782  0.1340
22 H 1.57526 -1.86727 -0.69738  0.1618
23 H 0.60030 0.64236 -0.84163  -0.1950
24 H 1.91884 0.85915 -1.96741  0.2202
25 H -0.83929 -1.21466 -0.36693  0.2221
26 H -2.44028 -1.84318 -3.70729  -0.3533
27 H -2.57202 -3.57028 -1.96457  0.0784
28 H -2.01712 -4.50553 -3.34393  0.1300
29 H -0.31427 -3.62663 -0.95312  -0.0136
30 H 0.31228 -4.53794 -2.30317  -0.0648
31 H -0.17520 -5.99209 -0.34149  0.2898
32 H -1.80447 -5.34800 -0.28023  0.5341
33 H -2.44901 -6.36099 -2.34653  0.5605
34 H -1.93432 -7.56691 -1.16393  0.4002
35 H -1.08067 -9.38403 -2.42609  0.4187
36 H -2.19540 -8.55832 -3.51297  0.3363
37 H -0.58773 -8.99572 -4.10373  0.2928
38 H 1.90201 -7.97644 -0.73731  0.3401
39 H 0.18480 -8.38607 -0.50184  0.3768
40 H 1.19202 -9.33234 -1.61630  0.3818
41 H -1.20330 -2.95911 -5.61669  0.2625
42 H -0.12792 -1.63644 -5.18372  0.1986
43 H 0.27042 -4.56470 -4.49357  -0.2861
44 H 2.14345 -4.50282 -6.03875  0.3809
45 H 0.70752 -3.89760 -6.92106  0.3476
46 H 1.92038 -2.76870 -6.29130  0.4072
47 C -1.82320 3.64257 1.27393  0.0724
48 C -2.98198 2.72299 0.86077  -0.8876
49 C -2.46607 1.28126 0.91427  -0.2738
50 S -1.17666 1.26863 2.16468  0.8762
51 O 0.08347 0.98931 1.51802  -0.4804
52 O -1.58490 0.48082 3.30684  -0.6558
53 C -1.23169 3.02268 2.53530  -0.6738
54 H -2.15839 4.66292 1.45942  0.4596
55 H -1.06735 3.67574 0.48619  -0.3926
56 H -3.81193 2.85215 1.55939  0.3259
57 H -3.34922 2.95850 -0.13781  0.4306
58 H -3.22195 0.55656 1.20564  0.4818
59 H -1.99818 0.95762 -0.01755  -0.0013
60 H -0.22301 3.36179 2.76283  0.5060
61 H -1.88491 3.16074 3.39443  0.3100
62 C -1.96384 0.45777 7.66326  -0.6314
63 C -2.58101 1.43682 8.67374  -0.5949
64 C -3.08104 2.65140 7.88262  -0.7019
65 S -3.48629 2.03048 6.23889  1.1053
66 O -2.57659 2.61226 5.28583  -0.6176
67 O -4.90849 2.09798 6.01988  -0.7298
68 C -2.96206 0.34639 6.51751  -0.4676
69 H -1.76551 -0.51580 8.10898  0.3828
70 H -1.01775 0.85327 7.28809  0.2974
71 H -3.41837 0.95681 9.18416  0.2902
72 H -1.86208 1.73952 9.43420  0.3305
73 H -3.97494 3.10909 8.29861  0.3309
74 H -2.30532 3.40356 7.75197  0.3579
75 H -2.54636 -0.02774 5.58246  0.2299
76 H -3.84614 -0.22490 6.80148  0.3432
77 C 4.49953 3.21466 2.35322  -0.8121
78 C 5.05116 4.34711 1.47260  -0.5365
79 C 5.09359 3.83181 0.02991  -0.9008
80 S 3.78440 2.60042 -0.08606  1.0441
81 O 4.39206 1.32029 -0.33687  -0.6871
82 O 2.72001 3.09155 -0.91876  -0.4524
83 C 3.27081 2.68183 1.62562  -0.3605
84 H 4.24400 3.56771 3.35197  0.3708
85 H 5.24358 2.42129 2.45656  0.3230
86 H 4.38262 5.20848 1.53101  0.2572
87 H 6.03961 4.67022 1.79893  0.3553
88 H 4.88581 4.60620 -0.70601  0.3038
89 H 6.02590 3.32233 -0.20615  0.4168
90 H 2.94361 1.68973 1.92984  0.5318
91 H 2.43684 3.38329 1.67066  0.0800
92 C 0.02535 6.86105 -2.91240  -0.6127
93 C -0.40975 5.40492 -2.69755  -0.6247
94 C 0.71779 4.69548 -1.94429  -0.0422
95 S 1.54503 5.96300 -0.97230  1.2895
96 O 2.89812 6.14319 -1.44273  -0.7214
97 O 1.31084 5.76400 0.43976  -0.6749
98 C 0.55611 7.33880 -1.56589  -0.8553
99 H -0.79758 7.48573 -3.25852  0.3873
100 H 0.82023 6.90725 -3.65999  0.2841
101 H -1.32639 5.38306 -2.10342  0.2206
102 H -0.61784 4.89999 -3.63925  0.3851
103 H 0.37533 3.92313 -1.26206  -0.2447
104 H 1.46992 4.27154 -2.60447  0.4505
105 H 1.19178 8.21992 -1.61364  0.4268
106 H -0.24784 7.49227 -0.84582  0.3435

Calculated values
Kohn-Sham gap (eV): 5.6
Charge: -1
2S+1: 1
LUMO energy (eV): 1.760